19
Properties=species:S:1:pos:R:3 method="wB97M-V/def2-TZVPD" e_above_lowest_kj_mol=539.9 total_charge=0
C -0.79 -3.05 1.38
C 0.33 -0.11 0.07
C -0.89 -2.10 2.36
C 0.60 2.27 -0.61
C -0.15 0.54 -2.28
C 0.72 0.81 -1.06
N -0.59 -3.76 0.49
N -1.60 -1.73 3.27
N 1.10 -0.31 1.04
O 0.97 -1.01 2.07
H -0.66 -0.59 0.03
H 0.88 2.93 -1.43
H -0.43 2.50 -0.32
H 1.25 2.46 0.24
H -0.05 -0.48 -2.62
H -1.20 0.73 -2.06
H 0.14 1.20 -3.10
H 1.77 0.61 -1.31
H -1.39 -0.92 3.84

---

22
Properties=species:S:1:pos:R:3 method="wB97M-V/def2-TZVPD" e_above_lowest_kj_mol=263.9 total_charge=-1
N 41.01 36.27 14.98
O 39.79 36.14 15.35
O 41.84 36.74 15.68
O 41.40 35.69 13.95
O 40.91 33.03 12.71
H 40.98 33.86 13.16
H 39.97 32.62 12.77
O 36.88 35.33 16.47
H 36.94 34.29 16.35
H 37.78 35.55 16.73
O 42.36 39.53 15.16
H 42.56 38.60 15.65
H 41.95 39.73 14.35
O 43.09 37.06 12.34
H 42.34 36.71 12.62
H 43.17 37.37 11.40
O 38.96 37.61 17.43
H 39.41 37.51 16.66
H 39.02 38.63 17.33
O 37.78 35.45 13.36
H 38.54 35.33 12.90
H 38.30 35.40 14.15